116
Properties=species:S:1:pos:R:3 method="wB97M-V/def2-TZVPD" e_tot_ev=-186241.182 total_charge=+1 gap_ev="4.8980 / 5.3161" spin_multiplicity=2 s_squared=0.8614 e_above_lowest_kcal_mol=13.8
V -0.092 -1.583 0.847
C 0.436 -1.883 4.404
C -1.088 -1.871 4.246
C -1.754 -1.300 5.495
P -1.525 -1.019 2.652
C -1.227 0.745 3.041
N -0.871 1.563 1.918
Ge -0.119 0.811 0.112
N 1.778 1.253 -0.216
C 2.751 0.199 -0.366
P 2.280 -1.358 0.491
C 3.227 -2.698 -0.408
C 2.384 -3.369 -1.494
C 4.547 -2.245 -1.033
C 3.133 -1.192 2.136
C 4.657 -1.268 2.105
C 2.672 0.120 2.789
C 1.998 2.390 -0.968
C 3.142 2.657 -1.725
C 3.212 3.793 -2.517
C 2.152 4.683 -2.576
C 1.025 4.453 -1.799
C 0.965 3.335 -0.990
N -0.125 3.051 -0.080
C 0.076 3.611 1.232
C 0.647 4.844 1.475
C 0.697 5.343 2.769
C 0.169 4.589 3.804
C -0.364 3.331 3.568
C -0.404 2.804 2.268
C -1.433 3.353 -0.626
C -2.129 4.529 -0.427
C -3.345 4.719 -1.070
C -3.849 3.727 -1.899
C -3.162 2.538 -2.086
C -1.940 2.329 -1.437
N -1.159 1.202 -1.531
C -1.523 0.196 -2.509
P -0.066 -0.928 -2.791
C 0.696 -0.122 -4.304
C -0.223 0.093 -5.509
C 1.346 1.203 -3.922
C -0.767 -2.532 -3.508
C -2.226 -2.485 -3.963
C 0.137 -3.130 -4.593
C -3.371 -1.205 2.450
C -4.219 -0.222 3.255
C -3.764 -2.658 2.752
H 0.722 -2.538 5.227
H 0.815 -0.885 4.624
H 0.913 -2.263 3.498
H -1.424 -2.901 4.100
H -1.581 -0.228 5.601
H -1.321 -1.791 6.368
H -2.826 -1.488 5.512
H -0.428 0.751 3.801
H -2.138 1.121 3.517
H 3.719 0.516 0.041
H 2.911 -0.062 -1.420
H 3.429 -3.438 0.374
H 2.195 -2.664 -2.300
H 1.425 -3.723 -1.118
H 2.924 -4.223 -1.908
H 4.377 -1.644 -1.927
H 5.103 -3.130 -1.344
H 5.178 -1.677 -0.353
H 2.771 -2.042 2.724
H 5.087 -0.479 1.488
H 5.018 -2.234 1.756
H 5.030 -1.124 3.121
H 3.177 0.972 2.333
H 2.920 0.113 3.851
H 1.595 0.284 2.683
H 3.983 1.974 -1.707
H 4.102 3.976 -3.106
H 2.207 5.564 -3.200
H 0.198 5.150 -1.818
H 1.056 5.418 0.654
H 1.124 6.318 2.959
H 0.174 4.978 4.814
H -0.776 2.773 4.398
H -1.730 5.301 0.217
H -3.892 5.642 -0.931
H -4.797 3.877 -2.399
H -3.581 1.766 -2.717
H -1.736 0.695 -3.457
H -2.417 -0.367 -2.226
H 1.491 -0.817 -4.597
H -0.871 0.958 -5.360
H -0.843 -0.770 -5.737
H 0.395 0.300 -6.384
H 0.611 1.912 -3.533
H 1.815 1.658 -4.797
H 2.114 1.069 -3.165
H -0.714 -3.223 -2.662
H -2.395 -1.735 -4.735
H -2.901 -2.277 -3.133
H -2.511 -3.457 -4.370
H -0.032 -2.673 -5.567
H -0.083 -4.195 -4.688
H 1.195 -3.035 -4.350
H -3.541 -0.999 1.393
H -3.950 -0.201 4.310
H -5.261 -0.540 3.189
H -4.159 0.788 2.853
H -3.886 -2.809 3.825
H -3.021 -3.371 2.396
H -4.712 -2.898 2.271
S -1.882 -2.108 -0.301
C -2.126 -3.817 -0.090
C -3.299 -4.363 -0.677
N -4.277 -4.744 -1.148
C -1.232 -4.544 0.634
S 0.117 -3.777 1.397
C -1.395 -5.945 0.827
N -1.532 -7.072 1.006